The following is a quantum chemistry calculation of 9 unconnected molecules or ions with the total composition C9H36N18O9 at a distorted geometry, from the Open Molecules 2025 dataset.

Element x y z (Å)
C 2.381 8.417 -3.549
O 2.095 8.267 -4.717
N 2.907 7.539 -2.743
N 2.780 9.539 -3.029
H 2.699 6.593 -3.029
H 3.613 7.909 -2.124
H 3.212 9.507 -2.116
H 2.350 10.322 -3.501
C 4.237 -0.588 -5.020
O 3.875 -1.095 -3.941
N 5.465 -0.491 -5.455
N 3.472 -0.133 -5.958
H 6.109 -1.001 -4.869
H 5.529 -0.684 -6.445
H 3.814 0.278 -6.815
H 2.487 0.073 -5.867
C -7.316 6.825 4.803
O -6.192 7.313 4.862
N -7.527 5.531 4.622
N -8.554 7.347 4.770
H -6.621 5.086 4.585
H -8.259 5.218 4.000
H -8.596 8.355 4.799
H -9.270 6.787 4.329
C 2.726 -3.710 5.619
O 2.982 -2.820 6.396
N 2.547 -3.548 4.338
N 2.553 -4.919 6.003
H 2.795 -2.676 3.893
H 1.803 -4.067 3.895
H 2.796 -5.174 6.949
H 2.727 -5.422 5.145
C 8.318 -1.696 0.764
O 8.121 -2.343 -0.243
N 9.469 -1.468 1.414
N 7.354 -0.992 1.246
H 10.231 -1.940 0.949
H 9.511 -1.150 2.372
H 6.467 -1.107 0.776
H 7.523 -0.253 1.913
C -0.254 -6.684 -0.850
O -0.428 -6.385 0.317
N -1.060 -7.486 -1.535
N 0.794 -6.272 -1.469
H -1.807 -8.005 -1.097
H -0.667 -7.597 -2.459
H 0.624 -6.375 -2.459
H 1.166 -5.398 -1.125
C -0.380 2.555 1.123
O -1.343 1.753 1.314
N 0.638 2.273 0.500
N -0.235 3.731 1.646
H 1.452 2.844 0.327
H 0.489 1.439 -0.050
H 0.601 4.239 1.396
H -0.593 3.881 2.579
C -5.272 -2.273 -5.268
O -6.322 -1.673 -5.010
N -4.829 -2.849 -6.337
N -4.305 -2.504 -4.402
H -4.005 -3.424 -6.436
H -5.522 -3.085 -7.034
H -3.460 -2.944 -4.739
H -4.474 -2.038 -3.522
C -5.585 -3.094 3.194
O -5.819 -4.201 3.533
N -6.190 -2.090 3.810
N -4.586 -2.866 2.358
H -6.019 -1.098 3.724
H -6.924 -2.397 4.432
H -4.224 -1.933 2.496
H -4.077 -3.671 2.022

The SMILES is NC(N)=O.NC(N)=O.NC(N)=O.NC(N)=O.NC(N)=O.NC(N)=O.NC(N)=O.NC(N)=O.NC(N)=O. The spin multiplicity is 1. For the gap between HOMO and LUMO, the calculation gives 9.29 eV. As for the maximum force: 10.4 eV Å⁻¹. As for the net charge: 0. The HOMO energy is -0.3413 Eh. As for the molar mass: 540.50 u.

Löwdin atomic charge list, values in e, 5 entries:
1. C -0.779
2. O 0.051
3. N 0.131
4. N 0.134
5. H 0.121

***

The following is a quantum chemistry calculation of 9 unconnected molecules or ions with the total composition C9H36N2O9 at a distorted geometry, from the Open Molecules 2025 dataset.

Element x y z (Å)
C -7.642 9.658 21.080
O -7.806 9.541 22.471
N -6.479 9.528 20.508
N -8.551 9.645 20.180
H -5.669 9.471 21.247
H -6.281 9.794 19.553
H -9.573 9.718 20.432
H -8.276 9.690 19.174
C -10.494 8.076 22.511
O -9.797 7.342 21.502
H -11.334 7.485 22.897
H -10.931 8.964 22.149
H -9.784 8.434 23.323
H -9.279 7.979 21.002
C -10.423 13.528 19.247
O -9.680 14.240 18.301
H -10.165 12.461 19.174
H -11.566 13.684 19.216
H -9.998 13.832 20.248
H -10.067 13.958 17.467
C -14.674 8.401 17.295
O -13.276 8.493 17.510
H -15.351 7.994 18.076
H -14.918 7.877 16.422
H -14.984 9.418 17.152
H -12.814 8.829 16.698
C -12.255 10.291 20.188
O -11.245 9.486 19.571
H -13.249 9.889 20.426
H -12.568 11.091 19.440
H -11.866 10.890 21.037
H -11.490 9.333 18.660
C -8.483 7.111 18.369
O -7.515 6.953 19.441
H -8.846 6.066 18.113
H -7.944 7.466 17.497
H -9.434 7.641 18.647
H -7.463 7.839 19.848
C -8.782 10.514 17.135
O -7.490 10.350 17.826
H -8.623 10.396 16.082
H -9.323 11.425 17.349
H -9.431 9.729 17.537
H -6.796 10.786 17.347
C -13.249 11.939 16.952
O -12.953 13.343 16.971
H -13.526 11.541 16.009
H -14.039 11.795 17.685
H -12.400 11.439 17.341
H -13.651 13.792 16.434
C -12.906 6.346 20.272
O -12.289 6.379 19.047
H -13.678 5.593 20.293
H -13.411 7.314 20.443
H -12.282 6.138 21.105
H -12.665 7.003 18.468

The SMILES is NC(N)=O.CO.CO.CO.CO.CO.CO.CO.CO. The spin multiplicity is 1. For the gap between HOMO and LUMO, the calculation gives 8.53 eV. As for the maximum force: 8.6 eV Å⁻¹. As for the net charge: 0. The HOMO energy is -0.3240 Eh. As for the molar mass: 316.39 u.

Löwdin atomic charge list, values in e, 5 entries:
1. C -0.622
2. O -0.123
3. N 0.133
4. N 0.135
5. H 0.188

***

The following is a quantum chemistry calculation of a molecular structure, C9H36O9 at a distorted geometry, from the Open Molecules 2025 dataset.

Element x y z (Å)
C -1.031 2.092 1.244
O 0.150 2.571 0.684
H -1.055 2.456 2.271
H -1.816 2.448 0.576
H -0.994 1.003 1.226
H 0.152 3.529 0.625
C -3.514 0.647 -0.139
O -3.539 2.064 -0.427
H -4.383 0.181 0.325
H -3.549 0.124 -1.095
H -2.639 0.547 0.502
H -3.621 2.630 0.344
C 0.888 -0.318 -3.028
O 1.546 0.897 -2.879
H -0.078 -0.081 -3.475
H 1.361 -1.109 -3.610
H 0.709 -0.693 -2.021
H 1.198 1.320 -2.091
C -0.298 -0.246 0.317
O 0.191 -1.573 0.131
H -0.175 0.336 -0.597
H -1.380 -0.273 0.446
H 0.331 0.386 0.944
H 1.143 -1.481 0.217
C 1.543 2.319 -1.499
O 0.790 1.334 -0.835
H 0.924 3.066 -1.996
H 2.122 2.907 -0.787
H 2.184 1.913 -2.281
H 0.345 1.722 -0.078
C 2.013 -2.678 3.134
O 2.481 -2.614 1.795
H 1.459 -3.587 3.372
H 2.882 -2.700 3.792
H 1.351 -1.838 3.343
H 2.038 -1.875 1.370
C -0.533 -3.525 2.205
O -0.541 -2.173 2.209
H -1.040 -3.870 1.304
H 0.494 -3.883 2.121
H -0.987 -3.991 3.079
H -0.034 -1.906 1.439
C 2.610 -0.282 -0.036
O 1.830 -0.640 1.045
H 3.671 -0.378 0.198
H 2.377 -0.963 -0.854
H 2.425 0.734 -0.384
H 1.839 0.106 1.649
C -1.816 0.990 -2.004
O -2.335 0.006 -2.889
H -2.609 1.726 -1.878
H -1.486 0.538 -1.068
H -0.930 1.511 -2.366
H -2.662 0.573 -3.591

The spin multiplicity is 1. For the gap between HOMO and LUMO, the calculation gives 8.46 eV. As for the maximum force: 11.4 eV Å⁻¹. As for the net charge: 0. The HOMO energy is -0.3188 Eh. As for the molar mass: 288.38 u.

Löwdin atomic charge list, values in e, 5 entries:
1. C -0.067
2. O -0.016
3. H 0.123
4. H 0.093
5. H 0.045

***

The following is a quantum chemistry calculation of 9 unconnected molecules or ions with the total composition C9H36O9 at a distorted geometry, from the Open Molecules 2025 dataset.

Element x y z (Å)
C -4.429 -5.018 -9.268
O -3.124 -4.406 -9.414
H -4.302 -5.949 -8.716
H -5.137 -4.382 -8.736
H -4.813 -5.263 -10.259
H -2.672 -4.845 -10.138
C -4.900 -1.250 -8.994
O -4.179 -1.663 -10.080
H -5.882 -1.723 -8.960
H -4.349 -1.365 -8.060
H -5.136 -0.186 -8.986
H -3.822 -2.531 -9.876
C -0.737 -2.249 -10.767
O 0.543 -1.953 -10.318
H -1.238 -2.366 -9.806
H -1.156 -1.348 -11.216
H -0.646 -3.095 -11.449
H 0.648 -2.316 -9.435
C -4.406 -9.706 -7.459
O -4.877 -10.583 -8.495
H -3.686 -10.209 -6.815
H -3.986 -8.818 -7.933
H -5.184 -9.379 -6.770
H -5.260 -11.364 -8.089
C -8.048 -3.541 -8.226
O -7.796 -4.234 -9.477
H -8.024 -2.465 -8.401
H -9.044 -3.711 -7.819
H -7.275 -3.879 -7.535
H -7.808 -5.182 -9.331
C -2.152 -4.933 -12.931
O -2.057 -5.553 -11.592
H -1.337 -5.393 -13.489
H -3.101 -5.160 -13.418
H -2.042 -3.850 -12.876
H -2.256 -6.487 -11.685
C -7.125 -7.153 -7.684
O -8.115 -6.845 -8.644
H -6.494 -6.306 -7.417
H -7.668 -7.428 -6.779
H -6.421 -7.905 -8.040
H -8.609 -7.641 -8.853
C -5.388 -3.087 -12.874
O -5.417 -3.559 -14.208
H -5.147 -2.024 -12.867
H -6.328 -3.244 -12.346
H -4.620 -3.602 -12.297
H -4.891 -2.986 -14.770
C -3.341 -2.927 -6.136
O -2.467 -3.559 -5.239
H -3.061 -2.974 -7.189
H -4.304 -3.428 -6.040
H -3.411 -1.870 -5.880
H -2.968 -3.660 -4.425

The SMILES is CO.CO.CO.CO.CO.CO.CO.CO.CO. The spin multiplicity is 1. For the gap between HOMO and LUMO, the calculation gives 10.12 eV. As for the maximum force: 2.4 eV Å⁻¹. As for the net charge: 0. The HOMO energy is -0.3599 Eh. As for the molar mass: 288.38 u.

Löwdin atomic charge list, values in e, 5 entries:
1. C -0.113
2. O -0.159
3. H 0.066
4. H 0.060
5. H 0.083

***

The following is a quantum chemistry calculation of a molecular structure, C9H3N at a distorted geometry, from the Open Molecules 2025 dataset.

Element x y z (Å)
C 1.695 -0.226 -0.967
C 2.016 -1.032 0.247
C 1.476 0.674 0.233
C 0.708 -1.637 0.076
C -1.546 -1.255 0.211
C 2.677 0.143 0.838
C -0.477 -1.938 0.631
C -0.610 -0.112 -0.259
C 0.066 0.867 0.418
N 0.357 -0.779 -1.195
H 2.285 0.102 -1.834
H -2.565 -1.400 0.354
H -0.279 1.462 1.233

The spin multiplicity is 1. For the gap between HOMO and LUMO, the calculation gives 7.09 eV. As for the maximum force: 3.7 eV Å⁻¹. As for the net charge: 0. The HOMO energy is -0.3170 Eh. As for the molar mass: 125.13 u.

Löwdin atomic charge list, values in e, 5 entries:
1. C -0.219
2. C -0.080
3. C -0.160
4. C -0.140
5. C 0.067